167
Properties=species:S:1:pos:R:3 method="wB97M-V/def2-TZVPD" e_homo_ev=-10.29 charge=+1 total_energy_ha=-6528.62825 orbital_gap_ev=6.748 spin_multiplicity=1
C -0.578 -2.949 3.133
C -1.266 -1.692 2.571
C -0.223 -0.877 1.809
Br -0.145 -1.600 -0.023
C -0.514 0.644 1.661
N -1.946 0.843 1.939
C -2.401 2.243 1.799
C -3.871 2.263 2.195
C -4.707 1.278 1.377
C -6.112 1.810 1.110
C -6.910 1.871 2.432
C -6.858 3.222 3.125
O -6.433 3.032 4.487
C -7.041 3.900 5.363
C -6.835 5.374 5.119
O -7.698 3.480 6.310
C -1.500 3.249 2.539
C -2.323 4.085 3.542
C -1.553 5.226 4.240
C -2.322 5.653 5.483
N -1.632 6.465 6.451
O -3.483 5.348 5.649
C -0.879 4.303 1.590
C -0.435 3.866 0.190
C -1.461 4.203 -0.882
Cl 1.038 4.847 -0.206
N -0.380 2.563 3.345
N -0.706 2.293 4.725
C 0.444 2.547 5.588
C 0.143 3.273 6.856
O 1.560 2.197 5.267
C -1.465 1.082 5.041
C -0.718 -0.018 5.750
O -2.649 1.018 4.819
C 0.355 1.446 2.626
C 1.680 2.028 2.056
C 2.291 1.271 0.890
C 2.927 -0.064 1.313
I 3.918 2.521 0.143
H -1.222 -3.506 3.798
H 0.262 -2.599 3.734
H -0.151 -3.570 2.357
H -2.045 -2.032 1.905
H -1.667 -1.152 3.413
H 0.732 -1.079 2.269
H -0.351 0.888 0.616
H -2.389 0.328 1.189
H -2.416 2.438 0.728
H -4.259 3.246 1.949
H -4.022 2.100 3.253
H -4.758 0.300 1.840
H -4.226 1.159 0.401
H -6.616 1.137 0.430
H -6.042 2.793 0.660
H -6.476 1.133 3.096
H -7.936 1.569 2.269
H -7.835 3.693 3.080
H -6.154 3.902 2.653
H -7.714 5.808 4.661
H -5.977 5.541 4.480
H -6.679 5.848 6.074
H -2.818 3.470 4.277
H -3.103 4.588 2.994
H -1.558 6.089 3.586
H -0.536 4.963 4.511
H -1.681 7.433 6.143
H -0.644 6.241 6.392
H -1.647 5.051 1.450
H -0.047 4.811 2.066
H -0.099 2.842 0.121
H -2.460 3.938 -0.559
H -1.464 5.279 -0.983
H -1.213 3.725 -1.816
H 0.331 3.292 3.406
H -0.916 3.453 6.987
H 0.635 4.238 6.835
H 0.519 2.732 7.714
H 0.317 -0.107 5.448
H -0.703 0.260 6.804
H -1.278 -0.935 5.677
H 0.694 0.760 3.386
H 2.414 1.975 2.851
H 1.585 3.085 1.810
H 1.651 1.169 0.028
H 2.634 -0.861 0.644
H 2.697 -0.292 2.348
H 4.002 -0.009 1.260
C 6.470 -3.732 -3.024
O 5.122 -3.663 -3.469
C 4.178 -4.037 -2.483
C 3.568 -2.834 -1.795
O 4.523 -2.092 -1.053
C 5.031 -0.967 -1.754
H 7.080 -3.147 -3.709
H 6.589 -3.329 -2.016
H 6.822 -4.768 -3.044
H 4.631 -4.710 -1.749
H 3.379 -4.583 -2.994
H 2.810 -3.183 -1.085
H 3.071 -2.189 -2.527
H 4.311 -0.142 -1.715
H 5.259 -1.197 -2.796
H 5.947 -0.653 -1.256
C 0.415 -0.337 -4.755
O 1.675 -0.594 -5.342
C 1.966 -1.980 -5.469
C 1.673 -2.505 -6.857
O 0.292 -2.440 -7.175
C -0.056 -1.312 -7.959
H 0.148 0.695 -4.982
H -0.362 -0.995 -5.149
H 0.470 -0.456 -3.665
H 1.415 -2.553 -4.716
H 3.035 -2.101 -5.269
H 1.963 -3.559 -6.896
H 2.265 -1.966 -7.602
H 0.202 -1.483 -9.009
H 0.441 -0.404 -7.611
H -1.133 -1.175 -7.883
C -0.580 -9.112 0.442
O -1.472 -8.962 1.534
C -0.893 -8.321 2.657
C -1.245 -6.850 2.717
O -0.709 -6.119 1.622
C -1.649 -5.913 0.583
H -1.176 -9.313 -0.446
H 0.012 -8.210 0.272
H 0.093 -9.958 0.614
H 0.193 -8.456 2.660
H -1.296 -8.809 3.549
H -0.811 -6.425 3.629
H -2.330 -6.718 2.768
H -2.321 -5.084 0.841
H -2.241 -6.806 0.378
H -1.097 -5.646 -0.317
C -5.040 3.948 -1.985
O -4.114 4.228 -3.014
C -4.248 3.362 -4.135
C -5.057 3.987 -5.251
O -6.400 4.225 -4.866
C -6.651 5.564 -4.475
H -5.088 4.821 -1.333
H -6.040 3.748 -2.375
H -4.705 3.084 -1.396
H -4.692 2.410 -3.829
H -3.239 3.159 -4.507
H -5.081 3.289 -6.093
H -4.586 4.912 -5.595
H -6.768 6.203 -5.356
H -5.853 5.963 -3.845
H -7.583 5.574 -3.912
C 12.233 -5.955 -5.168
O 11.583 -5.369 -6.283
C 10.192 -5.636 -6.334
C 9.369 -4.491 -5.785
O 9.600 -4.273 -4.401
C 10.519 -3.225 -4.146
H 13.190 -5.452 -5.043
H 11.652 -5.840 -4.251
H 12.415 -7.019 -5.350
H 9.960 -6.563 -5.801
H 9.930 -5.778 -7.386
H 8.308 -4.739 -5.898
H 9.561 -3.576 -6.353
H 10.025 -2.251 -4.240
H 11.375 -3.260 -4.822
H 10.874 -3.338 -3.123